{"formula": "C32H70F6InNO24S7", "method": "the ωB97M-V functional and the def2-TZVPD basis", "energy_ev": -182242.1463, "total_charge": 2, "orbital_gap_ev": 1.44, "species": ["C", "O", "H", "O", "C", "H", "H", "S", "H", "O", "H", "O", "H", "H", "C", "C", "C", "H", "H", "O", "C", "O", "F", "F", "H", "C", "H", "H", "O", "O", "S", "O", "F", "H", "H", "O", "H", "H", "H", "H", "S", "O", "H", "C", "O", "C", "F", "C", "H", "O", "H", "H", "C", "H", "C", "H", "H", "H", "H", "H", "H", "F", "H", "C", "H", "C", "H", "H", "H", "H", "C", "C", "H", "O", "H", "H", "H", "C", "O", "H", "H", "O", "H", "C", "C", "H", "H", "In", "S", "F", "H", "S", "H", "H", "H", "O", "C", "H", "C", "C", "C", "H", "H", "S", "H", "O", "C", "H", "C", "H", "H", "C", "C", "H", "C", "H", "C", "H", "H", "O", "N", "H", "H", "S", "C", "H", "H", "H", "H", "O", "O", "H", "O", "C", "H", "H", "O", "O", "H", "C", "H"], "xyz": [[-4.277993, -2.863727, -3.790374], [7.148337, -1.611037, 2.287496], [-4.485363, 1.217233, 2.284406], [-2.439003, 5.932833, 0.313936], [5.539497, -1.748807, -1.913794], [5.879987, 2.484473, 0.471816], [-1.818023, 4.593013, -5.717164], [-0.381183, 0.600453, -1.429174], [-3.226423, 2.844303, 0.094616], [-0.845373, 4.117763, -0.461934], [4.446917, -2.671827, 5.794676], [0.088917, 6.330483, -6.174424], [-3.843143, 0.125723, -2.037744], [0.999177, -6.120687, -1.483754], [3.988737, -2.470877, 3.635526], [-0.434753, 2.240293, 3.445406], [-4.025503, 3.465323, -1.983474], [2.272017, -3.695737, -0.780224], [-3.482983, -2.299837, -1.908174], [1.515117, -5.167177, -4.953064], [1.475407, -4.074267, -1.420714], [2.058437, 0.258633, 1.482496], [1.239517, 1.215343, -3.360614], [-0.783863, -0.529297, 2.297586], [-1.490043, 2.932333, 2.060106], [5.040857, 1.436993, 2.157266], [-4.309563, 2.447573, -2.251044], [-3.793193, -1.640337, 2.497466], [4.113617, 0.214513, -2.784594], [4.443197, -2.340577, -1.250224], [2.365277, -4.465067, -3.955664], [-6.991533, -2.793527, -3.898604], [-1.017553, -1.837787, 0.387916], [-3.499803, 0.433503, 3.627506], [-6.952413, -1.942347, 2.976706], [-1.369253, 3.800883, -6.021704], [-3.691823, -1.236007, 5.390556], [4.690247, -1.470877, -3.934114], [-3.506423, -0.614047, 1.106826], [-2.688023, -1.138217, 7.357866], [1.284207, -0.270007, 0.381206], [2.028437, -1.174377, -0.519754], [-2.338373, -1.894827, -3.095674], [-6.678453, -0.999117, 2.504086], [-1.789543, 0.944373, -1.102514], [5.042827, -0.861827, -3.101734], [0.484157, -2.273867, 1.995306], [1.911857, -5.528447, -1.417634], [-3.888723, -3.881437, -3.761294], [3.491937, -3.671097, -4.456194], [0.071427, 1.279983, 3.346876], [-6.014633, -0.333857, -3.691484], [4.791697, -3.100997, 2.480896], [4.505267, -2.786287, 1.477396], [4.799767, -3.039927, 4.831286], [1.552487, 5.340173, -6.913704], [3.939927, -5.446497, -2.417064], [6.087167, 0.759563, 0.391476], [5.964237, 1.350783, 2.730016], [4.548117, -4.161167, 2.550236], [4.900977, -4.125207, 4.826056], [-0.796443, 1.470153, -3.942814], [-1.221193, -0.075737, 4.869346], [-5.617483, -0.779627, -2.779524], [-6.044673, -0.285997, -1.906644], [2.912747, -5.714097, -2.664804], [6.463077, -1.522377, 4.670506], [-5.722683, -0.393907, 0.630216], [3.964807, -1.389527, 3.770476], [0.627327, 2.778333, 5.253086], [-4.166383, -0.768267, 1.960506], [-3.033883, 4.015453, -3.024814], [-4.185863, 4.127063, 0.044966], [-0.569573, 2.661573, 2.092116], [-2.459533, 1.573333, 6.678406], [-3.093733, 6.060393, -2.511784], [1.713827, -2.435657, -2.979454], [0.414347, 3.234223, 4.286186], [-6.608933, 1.301653, 4.012776], [0.358287, -3.473507, -3.243974], [-0.649263, 0.534253, 6.394086], [-0.239313, -0.799837, -1.902064], [5.838677, -0.454097, -3.725014], [-4.337133, 0.354683, 2.934126], [-2.121533, -1.213657, 6.429696], [3.851857, -1.594647, -1.125674], [-4.291443, -2.414297, -4.783314], [2.001927, 3.529583, 0.638256], [-5.934583, -2.569087, -2.949384], [0.140597, 3.029003, -2.612954], [6.040237, -1.171347, -1.136674], [-5.928683, 0.054523, 3.824486], [2.914197, -2.637357, 3.559716], [0.571217, 2.941603, -5.938114], [-7.579003, -0.434157, 2.263406], [-5.866953, -3.292607, -1.692114], [-0.187793, -1.311057, 1.316036], [2.423567, 3.009123, 4.298636], [-4.117293, -0.544267, -2.852644], [0.074207, 3.904503, -5.820214], [-3.415263, -1.927277, -2.930284], [6.231397, -2.551667, -2.168314], [-5.671963, -2.113177, 1.095776], [-2.095513, 4.847513, -0.614074], [4.429227, 1.034253, -1.035384], [4.227777, 2.555623, 2.533906], [1.367257, -3.458487, -2.831844], [7.119137, -3.059227, 5.113166], [0.506427, 5.092883, -6.732874], [-1.422603, 2.012853, 3.846036], [-3.960023, 0.028083, -3.766854], [6.298297, -2.594837, 4.566666], [-1.527443, 0.122893, 5.896406], [2.982077, -6.730777, -3.051654], [0.079847, 1.667973, -2.963204], [0.680617, -3.951157, -0.685024], [-2.331943, 5.285843, -2.423144], [4.536537, 0.491253, 2.355616], [0.212587, 4.143503, -4.765774], [-2.512673, 1.071513, 5.861736], [0.637697, 1.196843, -0.381454], [4.176187, 2.731123, 3.476316], [2.471237, -5.882867, -0.551854], [6.608187, -2.855417, 2.782006], [-3.428263, 3.667983, -0.590164], [-3.479323, 4.252383, -3.991014], [0.700367, 6.358243, -5.434854], [-4.813143, 4.117373, -2.361024], [-2.318053, 3.237063, -3.289024], [1.722907, 3.217813, 3.676426], [-2.950093, -1.835357, 5.501096], [0.047037, 4.965513, -7.713094], [7.264287, -4.151657, 2.572376], [-5.585953, -1.088957, 1.458656], [3.759887, 0.481233, -3.636254], [-1.348743, 5.661403, -2.706634], [-5.557833, -0.715267, 4.998586], [4.190947, 1.420263, -0.189334], [-1.281483, -1.852007, 6.703416], [5.381267, 1.538073, 0.680846], [-0.115163, 4.178803, 4.161726]], "forces_ev_per_angstrom": [[0.96, 1.54, 0.56], [-0.38, -0.35, -0.59], [-0.05, 0.66, 0.68], [0.91, -1.25, -1.27], [-0.73, 0.74, -0.21], [-0.09, 0.20, 0.03], [0.37, 0.38, 0.03], [-3.92, 0.22, -2.70], [0.75, -0.67, -0.98], [0.07, 0.50, 0.13], [0.17, -0.17, 0.04], [-0.64, -0.48, 0.48], [0.56, -0.52, 0.15], [0.38, -0.62, -0.46], [1.33, -0.10, 0.61], [0.72, -0.79, 0.05], [0.67, 0.56, -1.61], [0.36, 1.29, -0.88], [0.17, -0.27, 0.25], [1.18, 1.23, 2.01], [1.84, 0.12, 1.71], [-0.89, -0.26, -0.01], [0.99, 0.47, -0.32], [0.43, -1.39, -2.46], [0.04, 0.46, -0.80], [-0.17, -0.44, -0.11], [0.19, 0.01, 0.30], [0.21, -0.17, 0.00], [0.75, -1.32, 0.52], [-0.04, -0.18, -0.25], [0.16, -1.48, -1.99], [0.08, 0.20, 0.48], [0.67, 0.72, 2.20], [-0.38, 0.39, 0.17], [0.16, 0.04, -0.06], [1.10, -1.20, -0.02], [-1.07, -0.01, -0.12], [-1.18, -0.78, 0.62], [0.06, 0.44, 0.17], [0.00, 0.89, 0.22], [2.11, 0.95, -0.18], [-2.01, 1.39, 1.63], [-0.08, 0.03, -0.67], [0.16, 1.09, 1.32], [2.22, -0.25, -0.30], [1.06, -0.22, -1.25], [-0.89, 0.76, -1.12], [-0.05, -0.84, -2.48], [-0.70, -0.05, -0.04], [-1.03, -0.75, 0.90], [0.39, 0.06, 0.53], [-0.71, -0.31, 0.22], [-1.02, 0.76, -0.92], [0.31, 0.26, -0.12], [1.22, 0.38, -0.13], [0.58, -1.41, 0.02], [-0.10, 0.48, 0.07], [0.02, -0.22, 0.26], [0.22, 0.51, -0.04], [0.66, -0.15, -0.10], [-0.77, -0.10, 0.14], [0.11, 0.48, 0.47], [-0.01, -0.23, -0.16], [-0.17, 0.70, -0.41], [-0.42, -0.65, 0.00], [-0.62, -0.03, 1.10], [-0.30, 0.11, 0.06], [-0.65, -0.05, -0.05], [0.72, 0.30, -0.62], [-1.07, 0.69, 0.49], [-0.80, -2.00, 0.84], [2.73, -0.55, -0.30], [-0.10, 0.72, -0.17], [-0.20, 0.38, 0.44], [-0.40, 0.21, 0.11], [0.33, 0.43, 0.49], [0.26, -0.07, 0.46], [0.30, -2.17, -1.33], [-0.30, -0.14, -0.28], [-0.04, -0.33, 0.03], [0.14, -0.61, 0.59], [0.35, 2.36, 0.71], [0.95, 0.55, 0.96], [0.04, 0.45, -0.85], [0.88, -0.72, 0.78], [-0.89, 0.00, 0.42], [-0.58, -0.52, -0.26], [-0.31, -0.82, 0.39], [0.93, -1.11, -0.68], [0.17, -2.56, -1.03], [0.44, 0.59, -0.14], [1.55, 0.27, 0.13], [0.08, -1.00, 0.14], [-0.35, 0.04, -0.78], [0.07, -0.18, -0.37], [-0.18, 0.88, -0.46], [0.89, 0.42, 0.26], [-0.47, 0.06, 0.22], [0.42, -0.29, -0.57], [-1.37, 1.36, 0.00], [-0.51, 0.47, 1.62], [-0.10, 0.24, -0.63], [0.36, 0.11, -0.52], [-1.28, 0.95, -0.18], [0.10, 0.01, -0.54], [-0.05, 0.15, -0.78], [-0.79, 0.34, 0.75], [-0.40, -0.46, 0.08], [0.34, 0.08, -0.47], [0.02, 0.43, 0.40], [0.32, -0.07, -0.14], [-0.42, 0.59, -0.04], [0.23, -0.75, -0.30], [-0.49, 0.20, -0.38], [-1.08, 0.46, 1.56], [-0.93, 0.18, -0.90], [-0.84, -0.81, 1.12], [-0.43, 0.02, -0.15], [0.34, 0.39, 0.09], [-0.96, 1.32, -0.23], [0.96, -3.83, 1.30], [0.52, -0.38, -0.07], [-0.09, 0.40, 0.18], [-0.63, -1.74, 1.42], [-2.08, 0.29, 1.10], [-0.38, 0.21, 0.26], [-0.17, 0.91, 0.40], [-1.10, -0.06, 1.81], [0.34, 0.16, 0.17], [-0.29, 0.89, -0.92], [0.90, 0.13, -0.35], [-0.18, 0.00, 0.16], [-0.70, 1.77, -0.12], [-0.01, -0.58, -1.01], [-0.19, 0.22, 0.05], [-0.16, -0.38, -0.60], [-0.16, -0.28, -0.29], [0.54, 0.56, 1.79], [0.07, -0.35, -0.48], [-0.73, -0.04, -0.83], [0.63, 0.38, 0.76]], "lowdin_charge": [-0.145, -0.315, 0.106, -0.317, -0.166, 0.129, 0.075, 0.599, 0.087, -0.436, 0.116, -0.046, 0.079, 0.116, -0.201, -0.229, -0.176, 0.088, 0.103, -0.279, -0.220, -0.336, 0.157, 0.093, 0.086, -0.213, 0.099, 0.118, -0.072, -0.043, 0.795, -0.268, 0.121, 0.079, 0.115, -0.058, 0.036, 0.104, 0.106, 0.140, 0.717, -0.313, 0.106, -0.162, -0.305, -0.165, 0.121, -0.168, 0.117, -0.291, 0.095, 0.110, -0.198, 0.083, -0.177, 0.126, 0.100, 0.117, 0.130, 0.107, 0.115, 0.149, 0.099, -0.198, 0.103, -0.123, 0.092, 0.108, 0.099, 0.128, -0.226, -0.220, 0.104, -0.121, 0.121, 0.109, 0.092, -0.139, -0.283, 0.105, 0.131, -0.320, 0.122, -0.203, -0.198, 0.029, 0.114, 1.195, 0.748, 0.051, 0.114, 0.740, 0.109, 0.118, 0.109, -0.289, -0.485, 0.078, -0.215, -0.173, -0.217, 0.137, 0.119, 0.713, 0.038, -0.132, -0.174, 0.109, -0.211, 0.107, 0.118, -0.192, -0.235, 0.107, -0.604, 0.118, -0.147, 0.096, 0.089, -0.027, -0.297, 0.079, 0.122, 0.728, -0.231, 0.114, 0.085, 0.122, 0.076, -0.147, 0.009, 0.127, -0.302, -0.211, 0.092, 0.096, -0.306, -0.139, 0.127, -0.154, 0.136]}